Computed, not measured: a single C5H7NO molecule, with wB97M-V/def2-TZVPD.

Computed properties:
Energy in eV: -8835.0216
Kohn-Sham gap in eV: 10.68
E_HOMO in eV: -10.0916
LUMO in eV: 0.59

Atoms and positions in Å:
C -0.204 -1.097 -1.634
C -0.479 -0.637 -0.231
O -1.238 -1.173 0.528
C 0.376 0.635 0.267
C -0.344 1.406 1.370
C 1.435 -0.303 0.634
N 1.932 -1.350 0.662
H -1.039 -0.661 -2.175
H -0.234 -2.179 -1.760
H 0.725 -0.702 -2.037
H 0.740 1.299 -0.529
H -0.933 0.686 1.934
H 0.299 1.958 2.061
H -1.036 2.119 0.910

Forces on the atoms, in the same order (eV/Å):
C -0.116 0.155 -0.025
C -0.302 0.476 0.044
O 0.011 0.317 -0.316
C -0.374 -0.359 -0.054
C -0.106 -0.112 0.021
C 0.763 -1.094 0.215
N 0.356 1.143 0.340
H -0.110 -0.004 -0.472
H -0.082 0.097 0.254
H -0.005 0.028 0.057
H -0.230 -0.395 0.023
H -0.029 0.059 0.161
H 0.108 -0.192 -0.285
H 0.118 -0.118 0.036